# 1
This record from the Open Molecules 2025 dataset describes 8 unconnected molecules or ions with the total composition C23H61NO8S7 in a non-equilibrium geometry. The level of theory is wB97M-V/def2-TZVPD.

CARTESIAN COORDINATES (ANGSTROEM)
S -4.81289 -5.53497 -5.60518
S 2.07045 3.36165 -9.63332
S 1.51445 -7.60172 2.03232
S -5.21017 3.32986 -7.41732
S -1.23958 9.81854 -3.69333
S -0.43314 0.31077 -0.92061
S -9.28010 3.26514 -0.71697
O -6.66577 2.91137 -7.61653
O -10.46192 2.99259 0.23537
O 2.09437 -6.20363 1.61030
O 5.70841 -1.17398 10.30274
O -1.75657 -0.18921 -1.47693
O -5.55652 -6.85851 -5.88909
O 1.09881 3.15767 -8.45719
O -2.32402 8.71375 -3.89065
N 5.43016 -2.20330 9.38746
C -8.30849 4.50856 0.25973
C -0.02881 9.20631 -2.44578
C 4.94767 -2.82172 6.87125
C -5.06972 4.91204 -8.26768
C 5.35717 -4.56641 8.77039
C 5.91246 -3.52087 9.74195
C 0.82886 3.40361 -11.01770
C 4.02075 -0.70993 7.91804
C 0.48815 1.34169 -2.11837
C 6.57889 -0.99085 7.56136
C 0.79498 -8.37840 0.52380
C 5.45257 -3.95786 11.19569
C -8.10158 1.82467 -0.74773
C 0.67687 -1.17353 -0.65885
C 0.06392 -7.60583 3.23651
C -0.02814 9.36346 -5.05883
C -5.13935 -4.87234 -3.93581
C -5.19423 3.95718 -5.70492
C 5.25656 -1.72947 7.95422
C 2.32304 5.16701 -9.56963
C 7.42753 -3.57759 9.78694
C -5.87814 -4.42187 -6.65840
C 5.46974 -4.23129 7.23090
H 0.15146 -2.11833 -0.79821
H -6.79672 -4.27281 -6.09088
H -5.44149 -3.42986 -6.77399
H -7.81283 4.04422 1.11227
H -4.11784 5.34718 -7.96325
H 0.23413 8.18210 -2.71026
H -4.59184 -5.22873 -3.06327
H -7.41443 4.87867 -0.24202
H -7.10061 1.98770 -0.34825
H 1.56240 -1.26941 -1.28714
H 1.17506 3.57213 -12.03742
H 0.17464 2.53249 -10.98238
H 3.91861 -0.40106 6.87771
H -4.85870 4.71864 -9.31943
H 1.54120 -8.61552 -0.23450
H -0.78440 -6.97881 2.96212
H 2.65770 5.41568 -8.56252
H 1.53501 1.44574 -1.83313
H -8.90763 5.32412 0.66470
H 3.06105 -1.18831 8.11355
H 4.25850 0.16265 8.52646
H 7.39705 -1.66097 7.29745
H 0.76345 9.94316 -2.57795
H -6.13403 -4.80583 -7.64592
H 7.80294 -3.60516 8.76400
H -0.02535 8.29323 -5.26547
H 6.99769 -0.41670 8.38784
H -4.98345 3.05367 -5.13278
H 0.22310 4.26042 -10.72269
H 0.28252 -9.32458 0.69767
H 7.85597 -2.63088 10.11600
H 0.49328 0.84559 -3.08892
H -6.21449 -4.85538 -3.75727
H 0.14246 -7.29220 4.27746
H 6.46641 -4.33629 6.80226
H 4.39858 -4.97156 9.09453
H 6.56204 -0.59306 6.54668
H -5.92294 5.58989 -8.24230
H 7.75033 -4.42087 10.39749
H -4.86815 -3.85687 -4.22457
H -0.34389 -8.61228 3.33046
H 4.83846 -4.92688 6.67796
H 4.36589 -3.89721 11.13606
H 5.48001 -2.45657 5.99296
H -0.31876 9.26920 -1.39693
H -8.63095 1.12349 -0.10258
H -0.02149 -7.82431 0.06070
H 1.43038 5.72716 -9.84801
H -0.08480 2.26892 -2.12596
H 0.88506 -1.14078 0.41058
H -0.36627 9.94501 -5.91648
H -8.14009 1.34561 -1.72605
H 5.57710 -3.32422 12.07382
H 3.94509 -2.93066 6.45764
H 5.79259 -4.94764 11.50035
H 3.12383 5.21784 -10.30736
H 0.99168 9.73860 -4.97319
H -4.45198 4.74763 -5.59372
H 6.58164 -0.86374 10.05210
H 6.05072 -5.39768 8.89719
H -6.16116 4.39159 -5.45108

## Properties
Energy above the lowest of the compared OMol25 structures with the same formula, charge and spin: 119.0 kcal/mol
HOMO-LUMO gap: 8.2 eV
Largest force on an atom: 3.94 eV Å⁻¹
Energy: -4356.419383 a.u.

# 2
This record from the Open Molecules 2025 dataset describes 10 unconnected molecules or ions with the total composition C23H62BClFN2O12P in a non-equilibrium geometry. The level of theory is wB97M-V/def2-TZVPD.

CARTESIAN COORDINATES (ANGSTROEM)
Cl 4.60163 -1.70341 3.90746
P 3.92142 0.03818 2.98627
F 2.59155 -3.66897 1.49514
O -2.02118 -1.82147 -2.01298
O -0.06485 -5.13152 4.26626
O 0.65732 6.82925 1.05762
O -6.17111 5.30955 -0.60950
O 1.15696 -4.26784 -0.05345
O 4.60969 -0.05006 1.53312
O 2.26199 -0.81506 0.02039
O 3.10502 -3.69024 -3.11523
O -1.86025 -0.04088 1.89965
O -1.95321 1.35684 -4.22422
O 4.76572 0.85069 -0.98180
O -1.83043 4.38640 2.13884
N 0.86427 -2.26508 1.12370
N 1.02919 -0.19703 3.35967
C -3.75459 5.63804 2.96239
C -5.50733 3.62602 -2.24739
C 2.46787 5.89295 -0.28509
C -0.53105 1.35590 -4.16153
C -2.61026 4.69545 3.29055
C -1.11540 -2.93310 -2.06873
C 1.19944 -2.10809 4.88625
C -0.52173 -6.94509 2.69323
C -1.31674 -3.74703 -3.33525
C -2.01587 1.28180 1.37276
C 3.56072 -4.69349 -4.01856
C -0.01548 -0.01958 5.48754
C 4.55562 0.71510 -2.38499
C -5.35178 4.16179 -0.83674
C 2.42815 -5.60158 -4.45947
C 0.03982 0.12813 -4.84405
C 1.49141 -3.46771 0.77446
C 0.52604 -6.11124 3.40500
C 0.79429 -0.74853 4.48276
C 1.79761 -1.14752 1.08580
C -2.38592 1.27397 -0.09410
C 1.19643 5.62838 0.49746
C 3.23799 1.32908 -2.81549
B 2.09956 -0.46473 2.51752
H -4.86636 2.76122 -2.41335
H -1.61919 0.77817 -0.69393
H 2.72382 -4.14029 -2.35543
H -2.99177 3.74710 3.66702
H -2.33556 -4.14029 -3.38559
H 2.87724 4.97042 -0.69131
H -4.32388 4.47186 -0.65809
H 0.44962 -2.31626 2.04773
H 2.03861 -2.08896 5.55750
H -0.58919 -5.60317 4.91781
H -2.79932 1.76253 1.95343
H -0.62146 -4.58598 -3.38280
H -1.14220 -7.48190 3.41424
H 2.27612 6.57948 -1.11324
H -5.60651 3.38894 -0.10233
H -1.96502 5.13509 4.05894
H 1.12977 0.11946 -4.80531
H 4.34949 -5.28140 -3.53600
H -3.31762 0.72541 -0.24712
H 1.64109 -5.02046 -4.94036
H 1.39056 4.95951 1.33333
H -0.10946 -2.52144 -2.02625
H 0.38659 -2.52834 5.45138
H -1.16854 -3.12459 -4.21454
H 3.20577 2.38358 -2.54923
H -1.16374 -0.47695 1.40184
H -0.27547 0.09717 -5.88760
H -5.24901 4.39504 -2.97423
H -1.08758 1.83660 1.52927
H 1.13153 -5.56761 2.68455
H 0.46335 7.42915 0.33334
H -6.54342 3.33135 -2.43455
H -7.08420 5.04950 -0.74959
H 5.54895 0.12333 1.60617
H 1.98563 -6.10027 -3.59371
H 2.40393 0.83977 -2.30766
H -1.47104 5.21279 1.79864
H -2.51126 2.29459 -0.45753
H 2.77579 -6.36588 -5.15592
H 5.39019 1.21337 -2.87682
H -0.21735 1.38944 -3.11189
H -2.24891 0.55989 -3.77335
H -0.18447 2.26403 -4.65247
H -4.40058 5.20275 2.19951
H 4.58186 -0.34683 -2.65347
H 3.09244 1.23368 -3.89360
H 0.41821 -0.15632 6.46169
H -4.35437 5.85253 3.84797
H 4.04585 0.40073 -0.52683
H -0.09779 1.01026 5.20278
H -3.37325 6.58213 2.56806
H 3.99627 -4.17456 -4.87012
H -1.01139 -0.43134 5.46481
H -0.05724 -7.67392 2.02902
H 1.39138 -2.78400 4.07448
H 1.19163 -6.75199 3.99147
H -2.91478 -2.17256 -2.02797
H 3.21740 6.35456 0.35712
H -1.18014 -6.30569 2.10551
H 0.43584 5.16509 -0.14134
H -0.32658 -0.77666 -4.36252
H -1.26279 -3.56109 -1.18684

## Properties
HOMO-LUMO gap: 8.2 eV
Largest force on an atom: 2.35 eV Å⁻¹
SMILES string: CC(C)=NB(C(=O)NC(=O)F)P(O)Cl.CCO.CCO.CCO.CCO.CCO.CCO.CCO.CCO.CCO
Energy: -2852.161903 a.u.